1.
The following is a DFT calculation (ωB97M-V/def2-TZVPD) of a single C4H11N3O2 molecule.

```
20
Properties=species:S:1:pos:R:3:forces:R:3:nbo_charge:R:1
C -1.3625 0.0274 -0.7198 2.9 1.7 -2.8 0.05
C -1.5121 -0.8605 1.5314 0.3 -0.2 -1.0 -0.41
C 1.3763 0.7979 1.3683 0.4 0.6 -1.0 -0.71
N 0.1028 0.3344 -1.5995 -1.0 -1.8 2.0 -0.07
N -0.7628 -0.1338 0.5107 1.0 0.2 1.7 -0.59
C 0.7356 -0.2350 0.4651 -1.3 -2.2 1.5 0.73
N 0.6588 -0.7339 -2.2955 -0.4 0.9 -0.1 -0.66
O 0.7661 1.6014 -1.8103 -1.4 -0.3 0.2 -0.56
O 1.2969 -1.3141 0.2941 -0.3 1.2 -0.3 -0.62
H 0.5680 2.0616 -0.9778 0.3 0.0 -0.2 0.47
H 1.0171 -0.4115 -3.1902 -0.2 -0.1 0.0 0.36
H 1.4008 -1.1774 -1.7427 0.0 0.2 0.1 0.37
H -1.9290 0.9527 -0.8001 -0.4 0.0 -0.3 0.18
H -1.8620 -0.8449 -1.1463 0.2 0.0 -0.4 0.19
H -1.7629 -1.8556 1.1504 0.0 -0.3 0.3 0.18
H -2.4662 -0.3590 1.7117 0.2 0.1 0.4 0.20
H -0.8918 -0.9490 2.4223 -0.3 0.0 0.1 0.21
H 1.2899 0.4632 2.4037 -0.2 -0.1 -0.1 0.24
H 2.4408 0.8606 1.1351 -0.1 0.1 0.1 0.24
H 0.8960 1.7755 1.2896 0.1 -0.1 0.0 0.21
```
Forces are in eV/Å.

Summary:
* Kohn-Sham gap: 8.9 eV
* lowest unoccupied orbital energy: 0.66 eV
* SMILES string: CC(=O)N(C)CN(N)O

2.
The following is a DFT calculation (ωB97M-V/def2-TZVPD) of a single C21H26N2O3 molecule.

```
52
Properties=species:S:1:pos:R:3:forces:R:3:nbo_charge:R:1
C -5.5232 -3.6440 -1.3163 0.2 -0.1 0.1 -0.61
H -6.5240 -3.4420 -0.9408 -0.1 0.0 0.0 0.20
C -4.5571 -3.8842 -0.1630 -0.1 0.4 0.0 -0.43
C -4.4247 -2.6401 0.7199 -0.1 -0.5 0.2 -0.06
O -3.8962 -1.5291 0.0283 0.1 0.3 -0.2 -0.50
C -2.5701 -1.5010 -0.2935 0.2 0.1 -0.1 0.27
C -1.6017 -2.3911 0.1564 -0.4 0.1 0.1 -0.25
C -0.2778 -2.2417 -0.2194 0.2 0.0 0.0 -0.23
C 0.1069 -1.1998 -1.0531 -0.3 -0.2 0.2 0.12
C -0.8642 -0.3063 -1.5065 0.1 -0.1 0.1 -0.22
C -2.1805 -0.4537 -1.1316 -0.1 -0.2 0.1 -0.25
H -2.9348 0.2372 -1.4739 -0.1 0.1 -0.1 0.23
H -0.5785 0.5095 -2.1554 0.0 0.1 -0.1 0.21
N 1.4266 -0.9903 -1.4645 -0.1 0.3 -0.3 -0.62
C 2.5510 -1.6498 -1.0933 0.4 0.2 -0.4 0.68
O 2.5907 -2.6214 -0.3668 0.0 -0.2 0.2 -0.62
C 3.8168 -1.0232 -1.6735 0.0 0.0 0.2 -0.49
H 4.5791 -1.8003 -1.7335 -0.1 0.0 0.0 0.24
H 3.6273 -0.6223 -2.6697 0.1 0.0 0.0 0.23
C 4.3114 0.0984 -0.7540 -0.1 -0.1 -0.3 -0.49
C 3.3911 1.3161 -0.7904 0.6 -0.2 0.3 0.70
O 2.6265 1.5223 -1.7155 -0.3 0.2 -0.4 -0.67
N 3.5496 2.1262 0.2733 0.2 0.2 0.3 -0.60
H 4.1605 1.7944 1.0036 -0.1 -0.1 -0.1 0.40
C 2.7658 3.3071 0.6391 -0.3 0.1 -0.2 -0.07
C 1.5275 2.9086 1.4162 0.1 0.1 0.2 0.05
C 1.2835 3.4476 2.6722 0.1 0.0 -0.1 -0.25
C 0.1524 3.0865 3.3835 -0.1 0.0 0.1 -0.21
C -0.7420 2.1750 2.8493 -0.1 0.0 0.1 -0.22
C -0.5056 1.6315 1.5979 0.0 0.0 -0.1 -0.19
C 0.6206 2.0004 0.8848 0.0 0.0 0.0 -0.25
H 0.7938 1.5783 -0.0914 0.0 -0.1 -0.2 0.22
H -1.1966 0.9198 1.1713 -0.1 -0.1 -0.1 0.22
H -1.6216 1.8893 3.4067 -0.1 0.0 0.0 0.21
H -0.0273 3.5153 4.3586 0.0 0.0 0.1 0.21
H 1.9808 4.1572 3.0962 0.1 0.1 0.0 0.21
C 2.4071 4.1656 -0.5717 0.1 0.0 0.1 -0.61
H 3.3075 4.4373 -1.1177 0.1 0.1 -0.1 0.21
H 1.7443 3.6284 -1.2411 0.0 0.0 0.0 0.24
H 1.9113 5.0709 -0.2303 0.0 0.1 0.1 0.21
H 3.4155 3.8975 1.2980 -0.1 -0.1 -0.1 0.20
H 4.3926 -0.2783 0.2676 0.1 0.0 0.0 0.22
H 5.3039 0.4237 -1.0785 0.0 0.0 0.1 0.24
H 1.5697 -0.1427 -2.0067 0.1 -0.2 0.2 0.43
H 0.4629 -2.9370 0.1380 0.0 0.0 0.0 0.25
H -1.8569 -3.2111 0.8088 -0.1 -0.1 0.0 0.21
H -5.4171 -2.3102 1.0412 0.1 -0.1 0.0 0.19
H -3.8293 -2.8616 1.6149 -0.1 0.1 -0.1 0.17
H -3.5766 -4.1496 -0.5627 0.0 -0.1 0.1 0.21
H -4.9082 -4.7108 0.4576 0.1 0.0 0.0 0.21
H -5.1968 -2.7882 -1.9022 0.0 0.1 -0.1 0.21
H -5.5655 -4.5144 -1.9663 -0.1 0.0 -0.1 0.21
```
Forces are in eV/Å.

Summary:
* Kohn-Sham gap: 8.4 eV
* lowest unoccupied orbital energy: 0.65 eV
* SMILES string: CCCOc1ccc(NC(=O)CCC(=O)N[C@@H](C)c2ccccc2)cc1

3.
The following is a DFT calculation (ωB97M-V/def2-TZVPD) of a molecular structure, C33H44N4O2PS2Si2V.

```
89
Properties=species:S:1:pos:R:3:forces:R:3:lowdin_spin:R:1
V 1.0194 -0.2558 -0.3280 -2.5 0.0 0.0 0.83
C 4.2730 -1.5778 0.7351 -0.1 0.1 0.0 0.00
C 4.1258 -0.2060 0.1359 0.1 -0.1 0.1 0.01
C 5.2213 0.6230 -0.0100 0.0 0.1 -0.1 0.00
C 5.0303 1.9215 -0.4875 -0.1 -0.1 0.1 0.02
C 3.7704 2.3475 -0.8332 -0.1 0.0 0.0 0.00
C 2.6873 1.4529 -0.7155 0.9 0.4 -0.1 0.02
N 2.8988 0.1986 -0.2192 1.8 0.7 -0.1 0.00
N 1.3937 1.6547 -1.0151 -0.1 -0.6 -0.1 0.00
Si 0.7990 2.7047 -2.2527 -0.3 0.4 -0.5 0.00
C -0.4874 1.8336 -3.3130 0.0 0.1 0.2 0.00
C 0.0398 4.2710 -1.5216 0.1 -0.3 -0.1 0.00
C 2.1739 3.1967 -3.4784 0.0 0.0 0.3 0.00
H 4.9341 -2.1966 0.1266 0.0 0.0 0.0 0.00
H 3.3043 -2.0637 0.8180 0.0 0.0 0.0 0.00
H 4.7132 -1.4983 1.7304 0.0 0.0 0.0 0.00
H 6.2046 0.2653 0.2636 0.0 0.0 0.1 0.00
H 5.8687 2.6026 -0.5673 0.0 0.0 0.0 0.00
H 3.5832 3.3558 -1.1709 0.0 0.0 0.0 0.00
H -1.4532 1.7927 -2.8064 0.0 -0.1 0.1 0.00
H -0.1947 0.8084 -3.5498 0.0 0.0 0.0 0.00
H -0.6291 2.3722 -4.2546 0.1 0.0 0.0 0.00
H -0.8663 4.0254 -0.9625 0.0 0.0 0.0 0.00
H -0.2410 4.9527 -2.3289 0.0 0.0 0.0 0.00
H 0.7242 4.7938 -0.8491 0.0 0.0 0.0 0.00
H 2.7911 2.3303 -3.7329 0.0 0.0 0.0 0.00
H 2.8424 3.9691 -3.0931 0.0 0.0 0.0 0.00
H 1.7355 3.5759 -4.4037 -0.1 0.0 0.0 0.00
C -3.4117 -0.7502 -3.8626 -0.1 0.1 0.3 0.00
C -3.9354 -1.7876 -2.8788 0.1 -0.1 -0.2 0.00
C -3.0899 -3.0565 -2.8698 -0.1 0.1 0.2 0.00
O -4.1045 -1.3029 -1.5296 0.3 0.2 0.1 0.00
P -3.2784 -0.1544 -0.7246 -0.4 0.2 0.0 0.01
S -3.8395 1.6625 -1.1883 0.3 -0.2 -0.1 0.00
S -1.3291 -0.6974 -0.8504 -0.4 -0.3 -0.2 0.02
O -3.8612 -0.4184 0.7385 0.2 0.0 0.1 0.00
C -4.0984 -1.6277 1.4805 0.0 -0.3 -0.1 0.00
C -5.4734 -2.1805 1.1277 0.1 0.2 0.0 0.00
C -3.0066 -2.6740 1.3151 0.0 0.2 0.0 0.00
H -3.4455 -1.1572 -4.8750 0.0 -0.1 0.0 0.00
H -2.3842 -0.4822 -3.6191 0.0 0.0 0.0 0.00
H -4.0192 0.1524 -3.8200 0.0 0.0 0.0 0.00
H -4.9527 -2.0579 -3.1783 0.0 0.1 0.1 0.00
H -2.0796 -2.8322 -2.5311 0.0 0.0 0.0 0.00
H -3.0456 -3.4890 -3.8714 0.0 0.0 0.0 0.00
H -3.5272 -3.7922 -2.1915 0.0 0.0 0.0 0.00
H -4.1037 -1.2858 2.5171 0.0 0.1 0.0 0.00
H -5.4672 -2.5541 0.1047 -0.1 0.0 0.0 0.00
H -6.2241 -1.3932 1.2048 0.0 0.0 0.0 0.00
H -5.7358 -2.9895 1.8123 0.0 0.0 0.0 0.00
H -2.9519 -3.0000 0.2760 0.1 -0.1 0.0 0.00
H -3.2288 -3.5354 1.9487 0.0 0.0 0.0 0.00
H -2.0404 -2.2594 1.6005 0.0 0.0 0.0 0.00
C -3.1488 1.9865 3.5925 0.0 0.0 0.0 0.00
C -2.4753 1.0545 4.3707 -0.1 0.0 0.0 0.00
C -1.2864 0.5009 3.9158 0.1 0.0 0.0 0.00
C -0.7445 0.8636 2.6818 0.2 -0.1 -0.2 0.00
C -1.4422 1.7998 1.9140 0.0 0.0 0.0 0.00
C -2.6290 2.3598 2.3616 0.0 0.1 0.0 0.00
Si 0.9093 0.1591 2.0468 0.0 0.7 1.4 0.00
C 2.1895 1.4729 2.6015 -0.1 -0.1 -0.1 0.00
C 3.3651 1.1212 3.2663 0.0 0.0 0.0 0.00
C 4.3092 2.0737 3.6263 0.1 0.1 0.0 0.00
C 4.0957 3.4111 3.3260 0.0 0.0 0.0 0.00
C 2.9336 3.7837 2.6637 0.0 0.0 0.0 0.00
C 1.9983 2.8246 2.3046 0.0 0.0 0.0 0.00
H -4.0852 2.4095 3.9370 0.0 0.0 0.0 0.00
H -2.8793 0.7572 5.3322 0.0 0.0 0.0 0.00
H -0.7629 -0.2225 4.5330 0.0 0.0 0.0 0.00
H -1.0606 2.0781 0.9356 -0.1 0.0 0.0 0.00
H -3.1629 3.0652 1.7370 0.0 0.0 0.0 0.00
H 1.2112 -0.9370 3.0522 0.0 -0.1 -0.3 0.00
H 3.5444 0.0799 3.5178 0.0 0.0 0.0 0.00
H 5.2123 1.7781 4.1487 0.0 0.0 0.0 0.00
H 4.8258 4.1588 3.6126 0.0 0.0 0.0 0.00
H 2.7566 4.8283 2.4332 0.0 0.0 0.0 0.00
H 1.0975 3.1349 1.7842 0.0 0.0 0.0 0.00
N 0.7478 -7.2930 -1.9421 0.0 0.1 0.0 0.02
C 0.8217 -6.1829 -1.6338 0.0 -0.4 -0.1 0.01
C 0.9126 -4.8305 -1.2353 0.0 0.5 0.3 0.03
C 1.2971 -3.8099 -2.1316 0.0 -0.2 0.2 0.00
C 1.3790 -2.5246 -1.6880 0.3 -0.2 -0.4 0.02
N 1.1065 -2.1414 -0.4035 0.1 -0.4 -0.3 0.02
C 0.7297 -3.1308 0.4598 -0.2 0.0 0.3 0.02
C 0.6198 -4.4432 0.0852 0.1 -0.1 -0.4 0.00
H 1.5124 -4.0516 -3.1630 0.0 0.1 0.0 0.00
H 1.6627 -1.7230 -2.3695 0.0 -0.1 0.0 0.00
H 0.5103 -2.8138 1.4700 0.0 0.0 0.0 0.00
H 0.3007 -5.1843 0.8047 0.0 0.0 0.1 0.00
```
Forces are in eV/Å.

Summary:
* Kohn-Sham gap (alpha / beta): 5.7 / 5.6 eV
* ⟨S²⟩: 0.771
* 2S+1: 2
* total charge: -1
* lowest unoccupied orbital energy (alpha / beta): 2.15 / 2.09 eV

4.
The following is a DFT calculation (ωB97M-V/def2-TZVPD) of a single C3H7N3O2 molecule.

```
15
Properties=species:S:1:pos:R:3:forces:R:3:nbo_charge:R:1
C 0.3774 -0.1288 0.0550 -0.3 -0.5 -3.2 0.48
C -2.0936 -0.5936 -0.0826 -0.3 3.5 -1.2 -0.05
C -2.3689 0.8050 -0.0643 4.3 -2.5 3.0 -0.44
H 2.7806 -1.7552 -0.5114 -0.6 4.8 -0.3 0.48
H 2.0739 0.3737 1.0907 -1.6 -3.6 -1.5 0.39
H -0.5861 -1.9446 0.6400 -0.1 2.9 -3.8 0.38
H -2.8863 -1.3897 -0.1442 1.1 0.9 -0.3 0.21
H -1.4516 1.5050 0.4949 -2.9 -2.0 -2.5 0.23
H -3.2911 1.3227 -0.0903 -1.1 -0.3 0.0 0.21
H 2.0115 1.4358 -0.7455 1.4 0.6 -0.1 0.48
N 1.7008 -0.5954 0.5420 -2.6 2.3 5.2 -0.40
N -0.6873 -1.1248 -0.3024 0.3 -0.7 6.3 -0.60
N 0.3113 1.0787 -0.4574 0.5 -2.0 2.8 -0.18
O 2.5658 -0.6507 -0.4832 2.5 -5.4 -2.6 -0.58
O 1.5435 1.6618 0.0587 -0.6 2.1 -1.9 -0.60
```
Forces are in eV/Å.

Summary:
* Kohn-Sham gap: 9.2 eV
* lowest unoccupied orbital energy: 0.54 eV
* SMILES string: C=CN/C(=N/O)NO

5.
The following is a DFT calculation (ωB97M-V/def2-TZVPD) of 2 unconnected molecules or ions with the total composition C3H6IO2P.

```
13
Properties=species:S:1:pos:R:3:forces:R:3:nbo_charge:R:1
C 2.0724 -0.7338 -2.4000 -0.3 0.5 -0.4 0.32
C 1.0168 1.3892 0.5047 0.2 -0.9 0.1 -0.25
C -0.8717 -1.8288 -0.7979 0.9 2.3 0.3 -0.99
O 2.8593 -0.2231 -3.0771 -0.9 0.3 0.4 -0.53
O 0.2326 0.2657 0.1706 -1.9 -0.5 -0.9 -0.80
P -0.4772 -0.0746 -1.2940 1.6 -0.5 1.5 1.10
I 2.7055 -2.9096 -1.8265 -0.1 -0.6 0.4 -0.20
H 0.6721 2.0154 1.3113 -0.3 -0.5 0.6 0.20
H 1.2194 2.0236 -0.2758 -0.3 1.7 -2.5 0.18
H 1.9659 0.9430 0.5983 1.4 -0.2 1.3 0.20
H -1.2583 -1.8673 0.2318 -0.1 -0.1 -0.6 0.26
H 0.1267 -2.2133 -0.8280 0.9 -0.7 0.3 0.27
H -1.3857 -2.3019 -1.5841 -1.2 -0.7 -0.6 0.24
```
Forces are in eV/Å.

Summary:
* Kohn-Sham gap (alpha / beta): 5.7 / 6.9 eV
* lowest unoccupied orbital energy (alpha / beta): -1.93 / -1.29 eV

6.
The following is a DFT calculation (ωB97M-V/def2-TZVPD) of a single C19H23FN2O4S molecule.

```
50
Properties=species:S:1:pos:R:3:forces:R:3:nbo_charge:R:1
O -0.5684 -0.4870 -4.8973 -0.1 0.6 0.5 -0.50
F 1.1379 1.7378 -4.8004 0.1 -0.5 1.2 -0.30
N -0.8611 -1.8059 -3.1061 -0.5 -0.5 1.5 -0.53
N 0.2631 -1.2416 -1.1109 -0.3 -0.7 1.0 -0.52
O -4.3462 -5.8759 2.7632 -0.1 -0.1 0.4 -0.53
O 2.6731 2.6391 -0.2908 -1.0 -0.9 -1.0 -0.49
O 1.5929 6.2429 2.0715 0.5 0.8 -0.2 -0.53
S -2.1563 -2.6458 0.3906 0.6 -0.2 -0.4 0.19
C -0.2493 -0.7360 -3.7568 -0.1 -1.7 -1.9 0.65
C -0.5719 -2.0426 -1.8464 -0.3 0.8 -2.0 0.47
C 0.9394 -0.3062 -1.6741 0.9 -0.5 0.7 0.36
C 1.6521 0.5552 -0.7605 0.3 1.4 -0.8 -0.33
C 1.7356 2.1861 -2.5910 0.0 -0.1 -0.5 -0.40
C 2.0054 1.8110 -1.1839 0.4 -0.7 0.4 0.39
C 1.2477 1.3254 -3.5156 1.0 -0.5 0.5 0.52
C -1.2446 -3.2106 -1.1745 -0.6 0.1 1.0 -0.55
C 1.0252 -0.1858 -3.1842 -1.0 3.0 0.9 -0.48
C -3.9020 -6.2839 1.4820 0.4 0.6 -0.1 -0.07
C -3.3791 -5.1232 3.5190 -0.2 0.2 -1.4 -0.06
C 2.7781 6.9512 1.6821 0.0 1.0 0.0 -0.07
C -3.5136 -5.0778 0.6522 0.5 -0.3 -1.5 -0.45
C -3.0089 -3.8268 2.7540 0.9 -0.8 -0.3 -0.44
C -2.4781 -4.1878 1.3382 0.1 -0.3 0.2 -0.32
C 2.7361 4.0390 -0.5778 0.6 0.3 -0.2 -0.05
C 1.6706 4.9147 1.5637 0.3 0.0 0.5 -0.07
C 3.2631 6.3156 0.3998 0.8 0.0 -0.2 -0.43
C 2.9704 4.8628 0.6949 -1.0 -1.6 -0.2 -0.27
H 1.7841 0.2340 0.2626 -0.1 0.0 -0.1 0.25
H 2.0164 3.1645 -2.9606 -0.1 0.0 0.1 0.24
H -1.9894 -3.6717 -1.8219 0.3 0.2 -0.2 0.24
H -0.4851 -3.9542 -0.9289 0.0 0.0 0.3 0.24
H 1.8211 -0.7895 -3.5983 0.4 -0.2 0.0 0.29
H -3.0634 -6.9540 1.5503 0.7 -0.4 0.4 0.15
H -4.6610 -6.8577 0.9546 -0.5 0.1 0.4 0.20
H -3.8516 -4.8627 4.4586 -0.1 -0.1 0.1 0.20
H -2.4967 -5.7512 3.7202 -0.1 0.2 -0.1 0.16
H 3.5412 6.8621 2.4667 -0.1 0.0 0.0 0.17
H 2.5942 8.0345 1.4904 -0.3 -0.8 0.6 0.19
H -3.1731 -5.3992 -0.3819 -0.1 0.2 1.2 0.21
H -4.4106 -4.5104 0.4506 -0.3 0.4 0.1 0.22
H -3.8789 -3.2075 2.6357 -0.6 0.3 0.1 0.21
H -2.2555 -3.2718 3.3213 -0.1 0.0 -0.1 0.22
H -1.5201 -4.7263 1.4772 -0.3 0.2 -0.2 0.21
H 3.5622 4.2311 -1.2791 -0.1 -0.1 0.1 0.18
H 1.8117 4.3292 -1.0688 -0.2 0.3 0.1 0.18
H 1.5989 4.2168 2.4296 0.5 0.2 -0.7 0.19
H 0.7752 4.7537 0.9629 0.0 -0.1 -0.2 0.17
H 4.3676 6.4566 0.2311 -1.1 0.1 0.0 0.22
H 2.6875 6.6994 -0.4623 0.3 -0.2 0.3 0.21
H 3.8142 4.4306 1.2493 -0.3 0.0 0.0 0.22
```
Forces are in eV/Å.

Summary:
* Kohn-Sham gap: 7.5 eV
* lowest unoccupied orbital energy: -1.13 eV
* SMILES string: O=C1N=C(CSC2CCOCC2)N=C2C=C(OC[C@H]3CCOC3)C=C(F)[C@H]12

Number 6 is which compound?
C19H23FN2O4S

What did the fifth record say?
The following is a DFT calculation (ωB97M-V/def2-TZVPD) of 2 unconnected molecules or ions with the total composition C3H6IO2P.

```
13
Properties=species:S:1:pos:R:3:forces:R:3:nbo_charge:R:1
C 2.0724 -0.7338 -2.4000 -0.3 0.5 -0.4 0.32
C 1.0168 1.3892 0.5047 0.2 -0.9 0.1 -0.25
C -0.8717 -1.8288 -0.7979 0.9 2.3 0.3 -0.99
O 2.8593 -0.2231 -3.0771 -0.9 0.3 0.4 -0.53
O 0.2326 0.2657 0.1706 -1.9 -0.5 -0.9 -0.80
P -0.4772 -0.0746 -1.2940 1.6 -0.5 1.5 1.10
I 2.7055 -2.9096 -1.8265 -0.1 -0.6 0.4 -0.20
H 0.6721 2.0154 1.3113 -0.3 -0.5 0.6 0.20
H 1.2194 2.0236 -0.2758 -0.3 1.7 -2.5 0.18
H 1.9659 0.9430 0.5983 1.4 -0.2 1.3 0.20
H -1.2583 -1.8673 0.2318 -0.1 -0.1 -0.6 0.26
H 0.1267 -2.2133 -0.8280 0.9 -0.7 0.3 0.27
H -1.3857 -2.3019 -1.5841 -1.2 -0.7 -0.6 0.24
```
Forces are in eV/Å.

Summary:
* Kohn-Sham gap (alpha / beta): 5.7 / 6.9 eV
* lowest unoccupied orbital energy (alpha / beta): -1.93 / -1.29 eV